The following is a DFT calculation (wB97M-V/def2-TZVPD) of a molecular structure, C44H115F3HgO18S at a distorted geometry.

Last column: Mulliken charge in e.
Element x y z (Å)
Hg  -3.868  -4.673  18.816  4.39
C  -5.088  -8.390  21.186  0.68
F  -6.281  -8.110  20.698  -0.23
F  -5.240  -9.205  22.247  -0.23
F  -4.328  -8.991  20.191  -0.23
S  -4.232  -6.752  21.791  1.01
O  -2.943  -7.179  22.362  -0.74
O  -4.098  -5.892  20.601  -1.07
O  -5.160  -6.232  22.776  -0.75
C  -2.814  -3.547  15.801  0.22
O  -3.952  -3.732  16.591  -0.59
H  -2.578  -2.483  15.753  -0.78
H  -1.913  -4.013  16.201  -0.53
H  -2.937  -3.839  14.758  -0.01
C  4.631  -4.233  14.298  -0.92
C  3.964  -3.034  15.120  0.97
C  3.001  -3.469  16.162  -0.71
O  4.910  -2.155  15.759  -0.62
H  5.112  -4.964  14.948  0.40
H  5.380  -3.873  13.592  0.37
H  3.823  -4.771  13.801  -0.18
H  3.515  -2.347  14.404  -0.53
H  2.251  -4.059  15.634  0.03
H  2.528  -2.632  16.678  0.30
H  3.544  -4.005  16.939  0.50
H  5.341  -2.722  16.402  0.40
C  -4.467  -7.103  13.236  -0.55
C  -4.740  -7.466  11.739  0.35
C  -3.489  -7.504  10.988  -1.26
O  -5.459  -8.661  11.603  -0.58
H  -3.797  -6.254  13.368  0.16
H  -4.031  -8.007  13.663  0.79
H  -5.438  -6.855  13.664  -0.44
H  -5.397  -6.704  11.319  0.21
H  -3.620  -7.873  9.971  0.57
H  -2.829  -8.188  11.522  0.32
H  -3.015  -6.523  10.970  -0.05
H  -5.384  -8.962  10.695  0.34
C  -6.539  -3.822  13.461  -0.71
C  -7.173  -4.395  14.741  0.91
C  -8.329  -5.277  14.500  -1.78
O  -6.119  -5.111  15.429  0.02
H  -7.221  -3.255  12.828  0.58
H  -6.034  -4.678  13.015  -0.17
H  -5.753  -3.084  13.622  -0.12
H  -7.500  -3.635  15.451  -0.13
H  -8.750  -5.608  15.449  0.37
H  -8.100  -6.081  13.801  0.29
H  -9.153  -4.710  14.066  0.42
H  -5.385  -4.518  15.605  -0.44
C  -6.262  -1.070  19.729  -1.33
C  -4.917  -1.849  19.758  2.64
C  -4.016  -1.383  20.925  -1.20
O  -5.176  -3.172  20.181  -0.71
H  -6.038  -0.005  19.678  0.45
H  -6.993  -1.315  20.499  0.26
H  -6.683  -1.303  18.751  0.25
H  -4.418  -1.852  18.789  -1.64
H  -4.371  -1.588  21.935  0.40
H  -3.827  -0.313  20.838  0.25
H  -3.025  -1.837  20.952  0.15
H  -5.663  -3.158  21.007  0.32
C  -7.910  -4.548  18.621  -1.04
C  -7.246  -5.843  18.855  0.50
C  -7.904  -7.005  18.132  -1.36
O  -5.951  -5.685  18.253  1.22
H  -7.412  -3.669  19.029  -0.02
H  -8.882  -4.674  19.098  0.54
H  -8.060  -4.487  17.543  -0.01
H  -7.117  -6.096  19.908  0.64
H  -7.271  -7.862  18.363  0.29
H  -7.805  -6.965  17.048  0.10
H  -8.872  -7.319  18.523  0.43
H  -6.058  -5.611  17.302  -0.74
C  2.296  -3.979  11.578  -1.40
C  1.770  -5.415  11.733  1.26
C  0.266  -5.449  12.025  -0.69
O  2.013  -6.223  10.587  -0.66
H  2.232  -3.328  12.450  0.04
H  1.752  -3.531  10.746  0.43
H  3.366  -4.037  11.380  0.47
H  2.316  -5.987  12.484  -0.36
H  0.077  -4.752  12.841  -0.13
H  -0.191  -6.379  12.364  0.50
H  -0.320  -5.140  11.159  0.13
H  1.561  -7.071  10.594  0.35
C  0.031  -4.459  18.391  0.26
C  -0.601  -4.433  19.791  0.06
C  0.307  -3.640  20.769  -1.48
O  -1.812  -3.710  19.512  0.73
H  -0.551  -5.099  17.728  -0.77
H  1.062  -4.813  18.372  0.56
H  -0.011  -3.476  17.921  -0.24
H  -0.876  -5.403  20.206  0.60
H  1.202  -4.210  21.018  0.45
H  -0.228  -3.271  21.644  0.32
H  0.652  -2.785  20.187  0.22
H  -1.593  -2.838  19.174  -0.54
C  2.426  -6.928  16.293  -0.26
C  2.076  -8.299  15.758  -0.03
C  1.370  -8.521  14.305  -0.49
O  3.259  -9.019  15.691  -0.60
H  1.504  -6.361  16.423  -0.31
H  3.054  -6.458  15.536  0.02
H  3.052  -6.898  17.184  0.40
H  1.537  -8.836  16.537  0.48
H  1.843  -8.020  13.461  0.18
H  0.402  -8.067  14.518  -0.14
H  1.228  -9.582  14.098  0.37
H  3.359  -9.541  16.490  0.36
C  -1.925  -3.978  9.226  -0.84
C  -3.182  -3.166  9.462  0.22
C  -3.326  -2.811  10.936  -0.19
O  -3.071  -1.907  8.811  -0.61
H  -2.188  -5.029  9.343  0.26
H  -1.034  -3.660  9.767  -0.16
H  -1.626  -3.877  8.183  0.44
H  -4.012  -3.684  8.981  0.35
H  -2.463  -2.288  11.347  -0.08
H  -3.467  -3.726  11.512  -0.01
H  -4.133  -2.109  11.146  0.37
H  -3.950  -1.532  8.727  0.34
C  -9.089  1.127  15.295  -1.55
C  -8.756  -0.383  15.393  1.33
C  -9.977  -1.169  14.762  -1.53
O  -7.706  -0.667  14.539  -0.44
H  -10.127  1.415  15.458  0.47
H  -8.811  1.550  14.329  0.28
H  -8.586  1.661  16.102  0.32
H  -8.680  -0.689  16.436  0.07
H  -10.881  -0.621  15.027  0.49
H  -9.993  -2.192  15.137  0.25
H  -10.017  -1.053  13.679  0.34
H  -6.938  -0.696  15.114  -0.02
C  -0.013  -1.726  12.891  0.62
C  0.475  -0.308  12.905  0.40
C  1.882  -0.191  12.395  -1.36
O  -0.478  0.407  12.138  -0.62
H  0.461  -2.392  13.612  -0.09
H  0.086  -2.157  11.895  0.28
H  -1.060  -1.799  13.185  -0.53
H  0.421  0.145  13.895  0.05
H  2.529  -0.619  13.161  0.17
H  2.113  0.870  12.296  0.44
H  1.959  -0.701  11.435  0.30
H  -0.556  0.008  11.268  0.38
C  -2.082  -7.465  16.026  -2.00
C  -3.382  -7.177  16.823  2.95
C  -4.278  -8.424  16.937  -1.15
O  -3.036  -6.755  18.160  -0.63
H  -1.287  -8.011  16.534  0.56
H  -1.599  -6.544  15.699  0.31
H  -2.335  -7.981  15.099  0.42
H  -3.985  -6.412  16.333  -1.71
H  -4.977  -8.361  17.771  -0.07
H  -3.744  -9.351  17.145  0.45
H  -4.807  -8.497  15.987  0.27
H  -2.517  -7.435  18.594  0.17
C  -4.032  -0.528  13.714  -1.02
C  -4.439  -0.129  15.232  1.75
C  -5.188  1.221  15.153  -2.02
O  -5.350  -1.033  15.857  0.32
H  -3.475  -1.445  13.526  -0.22
H  -3.456  0.282  13.267  0.60
H  -4.910  -0.722  13.098  0.31
H  -3.550  0.068  15.832  -0.77
H  -6.050  1.188  14.486  0.45
H  -4.578  2.034  14.760  0.46
H  -5.565  1.477  16.143  0.43
H  -4.840  -1.841  15.952  -0.74
C  -1.799  1.107  18.360  -1.67
C  -1.591  -0.298  17.826  2.71
C  -0.701  -0.355  16.621  -1.60
O  -0.966  -0.999  18.843  -0.64
H  -0.854  1.633  18.496  0.40
H  -2.237  1.062  19.357  0.36
H  -2.392  1.734  17.695  0.29
H  -2.559  -0.744  17.599  -1.48
H  -1.243  0.111  15.797  0.38
H  -0.364  -1.366  16.390  0.17
H  0.186  0.275  16.684  0.66
H  -0.043  -0.748  18.920  0.31

Output
- E (eV) = -107506.3869
- gap between HOMO and LUMO (eV) = 9.40
- spin multiplicity = 1